DFT (ωB97M-V/def2-TZVPD) results for C75H181AsF6N19O13Tl as an isolated structure.

The LUMO energy is -10.4 eV. Its molar mass is 1950.69 g/mol. For the total energy, the calculation gives -217466.899 eV. The gap between HOMO and LUMO is 1.22 eV.

The geometry in ORCA input format:
```
! wB97M-V def2-TZVPD RIJCOSX def2/J DEFGRID3
* xyz 2 1
Tl -5.3957 27.2616 -15.3362
As -5.1348 23.5503 -18.2328
F -5.6348 24.6988 -19.5367
F -4.8173 22.2971 -19.4378
F -4.7356 22.3910 -16.9162
F -5.4737 24.8652 -16.9908
F -6.8614 23.0149 -18.1117
F -3.4484 24.0225 -18.2918
C 2.3167 21.9421 -20.7378
C 1.3735 22.7510 -19.8371
N 0.9257 24.0085 -20.3546
C -0.1939 24.5698 -19.5358
C 0.1564 24.9255 -18.1524
C 2.0365 24.9453 -20.6589
C 1.6387 25.8821 -21.7315
H 1.8825 21.8640 -21.7346
H 2.3596 20.8978 -20.4285
H 3.3087 22.3917 -20.7805
H 0.5278 22.0753 -19.7096
H 1.8341 22.9574 -18.8710
H -0.6823 25.3949 -20.0541
H -0.9742 23.8244 -19.3822
H 0.3862 24.0805 -17.5033
H 0.9858 25.6317 -18.1908
H -0.7313 25.4765 -17.8418
H 2.9018 24.4160 -21.0579
H 2.3685 25.4649 -19.7600
H 2.4786 26.5508 -21.9196
H 0.8841 26.5700 -21.3501
H 1.1675 25.4374 -22.6080
C 1.1387 17.2873 -19.2292
C 0.8670 17.1928 -17.7452
N 0.0127 18.3551 -17.3223
C 0.5070 19.7115 -17.6773
C 1.8358 20.1286 -17.0561
C -0.2277 18.2521 -15.8896
C -1.0574 16.9958 -15.3992
H 1.8750 18.0640 -19.4356
H 0.2302 17.6283 -19.7256
H 1.5925 16.4095 -19.6892
H 0.2699 16.2815 -17.7128
H 1.8066 17.0218 -17.2197
H 0.5453 19.8322 -18.7599
H -0.2248 20.4544 -17.3603
H 1.8385 20.1640 -15.9667
H 2.6609 19.4819 -17.3546
H 2.1609 21.0931 -17.4461
H -0.8048 19.1069 -15.5370
H 0.7279 18.2483 -15.3652
H -1.9058 16.8046 -16.0562
H -1.3856 17.1616 -14.3731
H -0.4244 16.1102 -15.4560
C 0.2484 15.7153 -24.0272
C -0.1703 16.5530 -22.7864
N -0.4206 17.9582 -23.1814
C -1.2542 18.5861 -22.1370
C -1.5623 20.0289 -22.4057
C 0.8109 18.6317 -23.6145
C 1.7721 18.9217 -22.4684
H 1.2494 15.9095 -24.4124
H -0.4664 15.9616 -24.8124
H 0.2582 14.6398 -23.8499
H -1.0589 16.0351 -22.4256
H 0.5254 16.5348 -21.9475
H -2.1818 18.0290 -22.0050
H -0.7418 18.5242 -21.1770
H -2.2896 20.2935 -21.6381
H -0.7379 20.7414 -22.3759
H -1.9955 20.1315 -23.4007
H 0.4916 19.6050 -23.9870
H 1.3604 18.2394 -24.4702
H 1.3047 19.3284 -21.5715
H 2.5505 19.6357 -22.7378
H 2.3234 18.0549 -22.1039
C -5.9721 26.7321 -23.2082
C -5.7349 25.5941 -24.2198
N -6.8332 24.6157 -24.0803
C -6.7412 23.6594 -25.2455
C -7.0581 24.2806 -26.5827
C -6.6442 23.9340 -22.8170
C -7.7294 22.8350 -22.6037
H -5.7004 26.5252 -22.1731
H -7.0112 27.0575 -23.2586
H -5.3714 27.6100 -23.4463
H -5.8131 26.0687 -25.1979
H -4.7463 25.1371 -24.1767
H -5.7270 23.2599 -25.2390
H -7.4699 22.8547 -25.1485
H -6.5364 25.2188 -26.7715
H -6.7943 23.6201 -27.4087
H -8.0927 24.6014 -26.7049
H -6.7183 24.6011 -21.9582
H -5.6455 23.4995 -22.8616
H -8.7189 23.2076 -22.8687
H -7.6778 22.5307 -21.5583
H -7.5815 21.8943 -23.1340
C -5.2550 19.2107 -10.3490
C -6.4556 19.9789 -9.7871
N -7.1417 20.8466 -10.7626
C -7.9517 21.8786 -10.0338
C -9.0904 21.3197 -9.1470
C -8.0423 19.9770 -11.5906
C -8.6046 20.7352 -12.8160
H -5.4542 18.9002 -11.3746
H -4.8985 18.3448 -9.7911
H -4.4712 19.9428 -10.5431
H -7.1506 19.2552 -9.3614
H -6.1886 20.6546 -8.9745
H -7.3319 22.4164 -9.3163
H -8.2687 22.6694 -10.7137
H -8.6766 20.6707 -8.3752
H -9.5232 22.2049 -8.6808
H -9.9037 20.8145 -9.6679
H -8.8606 19.5095 -11.0430
H -7.3990 19.1999 -12.0034
H -9.0098 20.0450 -13.5560
H -7.8224 21.2899 -13.3342
H -9.4079 21.4497 -12.6364
C -7.5495 34.3928 -20.9760
C -7.8559 32.8804 -21.2742
N -6.8219 32.2161 -22.0537
C -6.6586 32.7313 -23.4700
C -5.2499 32.5907 -24.0080
C -7.0516 30.7414 -22.2138
C -7.3490 29.8893 -21.0026
H -7.5037 34.9114 -21.9336
H -6.6058 34.5733 -20.4612
H -8.2675 34.8305 -20.2824
H -7.8767 32.3467 -20.3241
H -8.8257 32.7898 -21.7634
H -7.2522 32.1208 -24.1504
H -7.0005 33.7581 -23.5998
H -5.2656 32.9984 -25.0188
H -4.5277 33.1440 -23.4077
H -4.9490 31.5732 -24.2573
H -6.1106 30.3892 -22.6365
H -7.8743 30.6339 -22.9206
H -8.2641 30.1821 -20.4879
H -6.5271 29.8821 -20.2867
H -7.4940 28.8584 -21.3256
C -5.5675 23.6872 -11.7902
C -5.2719 23.6772 -13.2980
O -5.3024 24.7133 -13.9570
N -4.8063 22.5598 -13.9031
C -4.5994 21.2515 -13.2544
H -5.4618 22.7272 -11.2850
H -6.5673 24.0904 -11.6291
H -4.8527 24.4115 -11.3997
H -4.5879 22.5518 -14.8892
H -3.6668 21.2869 -12.6912
H -4.5338 20.4911 -14.0326
H -5.4689 21.0121 -12.6424
C -2.7898 16.0189 -18.8564
C -3.5217 17.3012 -18.6548
O -4.7642 17.2971 -18.7989
N -2.7695 18.4028 -18.4951
C -3.2881 19.7520 -18.3174
H -3.1020 15.5440 -19.7865
H -2.9464 15.3529 -18.0078
H -1.7358 16.2764 -18.9601
H -1.8157 18.2916 -18.1820
H -2.6877 20.4059 -18.9500
H -3.3435 20.0734 -17.2774
H -4.2711 19.8471 -18.7788
C -0.4478 23.0833 -24.4148
C -1.7529 23.3715 -23.7194
O -2.7556 23.1288 -24.3668
N -1.6801 23.7379 -22.4341
C -2.8426 23.8771 -21.5455
H 0.3299 23.1079 -23.6515
H -0.2423 23.9004 -25.1063
H -0.4778 22.1327 -24.9473
H -0.7860 23.7668 -21.9653
H -3.6750 24.1532 -22.1929
H -2.7837 24.7786 -20.9357
H -3.0525 22.9871 -20.9522
C -1.2346 24.7369 -13.6820
C -2.1922 24.8399 -14.8062
O -2.8447 25.8731 -14.9309
N -2.3147 23.7819 -15.5653
C -1.6463 22.5030 -15.5154
H -0.2003 24.5508 -13.9712
H -1.5602 23.9098 -13.0511
H -1.1551 25.6680 -13.1208
H -3.0753 23.8249 -16.2284
H -1.8063 21.9631 -16.4486
H -2.1554 21.8876 -14.7736
H -0.6082 22.5761 -15.1911
C -9.7062 27.0776 -17.7576
C -8.2944 26.7813 -18.1583
O -7.3573 27.0245 -17.3717
N -8.0236 26.3194 -19.3949
C -8.9624 26.0694 -20.4876
H -9.9301 26.5275 -16.8436
H -10.4387 26.9240 -18.5501
H -9.8711 28.1360 -17.5560
H -7.0705 26.0448 -19.5854
H -9.6629 25.2954 -20.1740
H -8.3600 25.6546 -21.2957
H -9.6083 26.8955 -20.7852
C -11.2750 20.6094 -21.5259
C -11.0432 19.9610 -20.1374
O -11.5868 18.9342 -19.8211
N -10.2251 20.5876 -19.2501
C -9.3929 21.8783 -19.3775
H -12.2195 20.3453 -22.0016
H -10.4988 20.2058 -22.1761
H -11.1765 21.6930 -21.5898
H -10.2278 20.1052 -18.3628
H -9.3994 22.5328 -18.5059
H -9.6275 22.5297 -20.2194
H -8.3461 21.5892 -19.4706
C -13.5545 22.2339 -13.0847
C -12.3541 22.3490 -14.0036
O -11.3086 22.8442 -13.5704
N -12.5470 21.8031 -15.2144
C -11.5257 21.6138 -16.1899
H -14.4176 21.7246 -13.5134
H -13.8597 23.2648 -12.9055
H -13.2714 21.7797 -12.1351
H -13.4368 21.3740 -15.4249
H -12.0296 21.0635 -16.9844
H -10.6922 21.0592 -15.7589
H -11.2222 22.5515 -16.6555
C -3.9338 27.8922 -20.0363
C -3.2467 27.6702 -18.7054
O -3.8790 27.2716 -17.7390
N -1.9625 28.0249 -18.5252
C -1.0877 28.4114 -19.6635
H -5.0113 27.8976 -19.8717
H -3.6585 27.0862 -20.7164
H -3.7030 28.9016 -20.3768
H -1.5260 27.9278 -17.6196
H -1.0943 27.6230 -20.4162
H -0.0780 28.6154 -19.3073
H -1.5114 29.3008 -20.1300
C -9.6482 25.5334 -12.7452
C -8.6662 25.1805 -13.7862
O -7.8862 26.0084 -14.2354
N -8.7765 23.9714 -14.3437
C -7.8886 23.3822 -15.3891
H -9.8566 24.6113 -12.2026
H -10.4330 25.9867 -13.3509
H -9.2003 26.2575 -12.0647
H -9.5831 23.3835 -14.1890
H -8.5348 22.8394 -16.0790
H -7.1886 22.6647 -14.9609
H -7.3350 24.1793 -15.8853
C -6.7212 31.6403 -17.5949
C -5.5362 30.9069 -17.0207
O -5.5674 29.6656 -17.0700
N -4.4611 31.5864 -16.5719
C -4.2146 33.0154 -16.6850
H -6.8381 32.6257 -17.1439
H -7.5499 30.9776 -17.3456
H -6.5650 31.8056 -18.6609
H -3.7513 30.9862 -16.1769
H -4.8991 33.5680 -17.3285
H -3.1770 33.1884 -16.9708
H -4.2887 33.4359 -15.6821
C -5.0954 16.1243 -22.0738
C -5.5244 17.6140 -22.3019
O -5.5569 18.0739 -23.4268
N -5.7076 18.3870 -21.2456
C -6.0535 19.7854 -21.4301
H -4.0460 15.9405 -22.3045
H -5.6435 15.4956 -22.7755
H -5.3887 15.8746 -21.0541
H -5.5681 18.0434 -20.3061
H -5.1874 20.3932 -21.6921
H -6.4741 20.2242 -20.5253
H -6.7173 19.8642 -22.2911
C -5.0304 19.9856 -27.9787
C -4.2051 21.2416 -27.6101
O -3.7118 21.9120 -28.5112
N -3.9690 21.4411 -26.3010
C -4.3864 20.6381 -25.1225
H -6.1033 20.1570 -27.8909
H -4.8272 19.1988 -27.2522
H -4.7120 19.5568 -28.9289
H -3.5141 22.2866 -25.9875
H -3.8573 19.6892 -25.2105
H -5.4676 20.4999 -25.1146
H -4.0897 21.1410 -24.2021
C -6.7622 19.3832 -16.1332
C -7.8838 19.0044 -17.0794
O -8.9941 19.5362 -16.9422
N -7.6020 18.1012 -18.1032
C -8.5694 17.5170 -18.9920
H -6.4126 20.3669 -16.4466
H -5.9077 18.7067 -16.1138
H -7.1440 19.5563 -15.1270
H -6.6360 17.8513 -18.2603
H -8.2046 17.8223 -19.9727
H -9.5987 17.8222 -18.8037
H -8.4978 16.4316 -18.9231
*
```